# 1
{
  "formula": "C6H24N2O4",
  "method": "ωB97M-V/def2-TZVPD",
  "elements": ["C", "C", "C", "C", "C", "N", "C", "N", "H", "H", "H", "H", "H", "H", "H", "H", "H", "H", "H", "H", "H", "H", "H", "H", "H", "H", "O", "H", "H", "O", "H", "H", "O", "H", "H", "O"],
  "xyz": [[0.55389, -1.65798, 2.10746], [0.39409, -1.05094, 0.65544], [1.28295, -1.81577, -0.31992], [0.39792, -2.59692, -1.34407], [2.31585, -1.07493, -1.13687], [0.76696, 0.38647, 0.71680], [0.24071, 1.18587, 1.80090], [-0.21739, 2.51861, 1.36829], [-0.41461, -1.70903, 2.58519], [0.90787, -2.68493, 2.02073], [1.25267, -1.10832, 2.73141], [-0.68397, -1.04668, 0.48369], [1.74294, -2.62874, 0.23625], [1.05317, -3.11367, -2.03867], [-0.10281, -1.81388, -1.91430], [-0.30925, -3.27558, -0.87184], [1.93056, -0.25990, -1.75252], [3.03114, -0.58518, -0.48641], [2.91892, -1.68339, -1.80848], [1.76411, 0.44440, 0.70221], [-0.69461, 0.69615, 2.07801], [0.88001, 1.38404, 2.66020], [-0.81723, 2.43102, 0.55698], [0.53405, 3.12858, 1.07702], [-3.43448, -0.06005, -0.54006], [-2.18178, 0.80051, -0.12041], [-2.86302, 0.67207, -0.78402], [0.28382, 1.90925, -3.68265], [0.47645, 2.69751, -2.43863], [0.10118, 2.78400, -3.32283], [-1.25747, 0.98537, -3.62855], [-1.89900, 0.23072, -2.39133], [-1.26293, 0.17639, -3.12003], [-2.21877, 1.38549, 3.91112], [-1.87271, 2.37534, 2.75475], [-2.59927, 1.97409, 3.25513]],
  "nbo_charge": [-0.63, -0.03, -0.23, -0.60, -0.61, -0.66, -0.07, -0.86, 0.21, 0.21, 0.21, 0.18, 0.20, 0.20, 0.22, 0.20, 0.22, 0.19, 0.22, 0.36, 0.18, 0.18, 0.35, 0.36, 0.49, 0.48, -0.95, 0.47, 0.47, -0.93, 0.47, 0.50, -0.99, 0.46, 0.49, -0.96],
  "charge": 0,
  "smiles": "CC(C)[C@@H](C)NCN.O.O.O.O",
  "relative_energy_kj_mol": 87.18
}

# 2
{
  "formula": "C6H25N2O4",
  "method": "ωB97M-V/def2-TZVPD",
  "elements": ["N", "C", "C", "N", "C", "C", "C", "C", "H", "H", "H", "H", "H", "H", "H", "H", "H", "H", "H", "H", "H", "H", "H", "H", "H", "H", "H", "O", "H", "H", "O", "H", "H", "O", "H", "H", "O"],
  "xyz": [[0.40342, 2.65794, 0.22667], [-0.47405, 1.67829, 0.98436], [0.20359, 0.30048, 0.82173], [0.39034, 0.01906, -0.62718], [-0.89153, -0.52416, -1.17787], [-1.27779, -0.25520, -2.64881], [1.39400, -1.03369, -0.79412], [1.52590, -1.80073, -2.09241], [-0.12144, 3.38233, -0.23882], [1.18982, 3.00345, 0.75776], [0.87734, 2.05276, -0.51647], [-0.62381, 1.94122, 2.01863], [-1.40601, 1.46682, 0.46441], [1.12811, 0.13320, 1.36539], [-0.43327, -0.50316, 1.22062], [-1.06221, -1.59718, -1.04851], [-1.74525, -0.16706, -0.59098], [-0.83539, -1.07104, -3.28330], [-1.08703, 0.74049, -2.97816], [-2.36525, -0.46971, -2.76155], [2.34562, -0.49779, -0.67251], [1.36986, -1.70028, 0.06343], [0.75180, -2.55052, -2.13429], [1.61092, -1.20840, -3.02411], [2.45568, -2.38558, -2.10629], [-1.67430, -2.15469, 2.48429], [-1.27761, -0.84670, 3.02729], [-1.86065, -1.58078, 3.23114], [1.84736, -1.73848, 3.25913], [0.45652, -1.85581, 3.99883], [0.94351, -1.43078, 3.28864], [-3.26791, 2.33385, 2.15151], [-2.90073, 0.93739, 2.76883], [-2.69095, 1.57404, 2.07469], [1.70076, 0.73205, -2.57963], [3.10495, 1.02141, -2.71056], [2.29568, 1.39696, -2.22178]],
  "nbo_charge": [-0.71, -0.25, -0.25, -0.49, -0.25, -0.63, -0.24, -0.63, 0.44, 0.43, 0.49, 0.26, 0.26, 0.23, 0.20, 0.19, 0.19, 0.22, 0.21, 0.23, 0.21, 0.19, 0.22, 0.20, 0.24, 0.47, 0.46, -0.93, 0.49, 0.50, -0.98, 0.49, 0.50, -0.98, 0.47, 0.48, -0.95],
  "charge": 1,
  "relative_energy_kj_mol": 289.60
}

# 3
{
  "formula": "C6H25N2O5",
  "method": "ωB97M-V/def2-TZVPD",
  "elements": ["C", "N", "C", "C", "N", "C", "C", "C", "H", "H", "H", "H", "H", "H", "H", "H", "H", "H", "H", "H", "H", "H", "H", "H", "H", "O", "H", "H", "O", "H", "H", "O", "H", "H", "O", "H", "H", "O"],
  "xyz": [[-0.62917, -1.30608, -0.28012], [0.78769, -1.64859, -0.78499], [1.49875, -2.39007, 0.36128], [-1.18189, -0.03296, -1.01696], [-0.69874, 1.15494, -0.12324], [-1.95619, 1.66967, 0.56310], [-3.18830, 1.01422, -0.04574], [-2.73774, -0.11157, -1.00413], [-0.55675, -1.17741, 0.79017], [-1.30998, -2.13518, -0.46780], [0.59822, -2.36238, -1.50208], [1.42999, -1.61651, 1.11214], [1.31827, -3.43699, 0.52671], [2.52287, -2.25370, -0.01802], [-0.70808, 0.04273, -1.99241], [-0.24327, 1.84289, -0.74158], [-0.07817, 0.76362, 0.56911], [-1.67393, 1.46690, 1.63216], [-2.06048, 2.75805, 0.43955], [-3.66421, 1.72936, -0.72046], [-3.73137, 0.54178, 0.79451], [-2.99135, -1.13548, -0.73929], [-3.25056, -0.07585, -1.95822], [0.98356, -0.11298, 3.00220], [1.91519, 0.75798, 2.05953], [1.03420, 0.67510, 2.45823], [3.65664, 2.02740, 0.61443], [2.63267, 1.06935, -0.19007], [3.21642, 1.17795, 0.55929], [0.83540, 2.91364, -2.08521], [1.95324, 2.01388, -1.95201], [1.36671, 2.53947, -1.35955], [-1.02170, -2.52949, 3.07600], [-0.09315, -1.76895, 4.01732], [-0.18626, -2.05480, 3.10112], [1.55473, -0.01707, -3.43098], [2.49245, -0.41689, -2.44646], [2.16430, 0.42405, -2.81751]],
  "nbo_charge": [-0.26, -0.65, -0.44, -0.05, -0.54, -0.24, -0.44, -0.42, 0.22, 0.20, 0.35, 0.21, 0.21, 0.21, 0.23, 0.46, 0.47, 0.24, 0.23, 0.24, 0.25, 0.22, 0.24, 0.49, 0.51, -0.99, 0.50, 0.49, -0.97, 0.47, 0.51, -0.97, 0.48, 0.48, -0.96, 0.48, 0.50, -0.96],
  "charge": 1,
  "relative_energy_kj_mol": 245.83
}

# 4
{
  "formula": "C6H25NO6",
  "method": "ωB97M-V/def2-TZVPD",
  "elements": ["C", "C", "N", "C", "C", "C", "C", "O", "H", "H", "H", "H", "H", "H", "H", "H", "H", "H", "H", "H", "H", "H", "H", "H", "H", "O", "H", "H", "O", "H", "H", "O", "H", "H", "O", "H", "H", "O"],
  "xyz": [[1.26569, -0.29930, 2.96995], [1.19161, -1.64281, 2.13674], [1.23582, -1.28764, 0.62898], [2.50976, -1.36667, -0.06821], [-0.00403, -3.51840, -0.16793], [0.11493, -1.96308, -0.15343], [-1.23819, -1.38094, 0.42670], [-1.76693, -0.23115, -0.08235], [2.11366, 0.27973, 2.84237], [1.23892, -0.23312, 3.98737], [0.40229, 0.29321, 2.62879], [0.12434, -2.10768, 2.43368], [2.02018, -2.39135, 2.25798], [3.27588, -0.96469, 0.62818], [2.82977, -2.41565, -0.40835], [2.54334, -0.76421, -1.02676], [-0.31982, -3.85799, -1.14764], [-0.57655, -3.98205, 0.66670], [0.95424, -3.96231, -0.13083], [0.23036, -1.58252, -1.27556], [-1.95590, -2.24195, 0.45550], [-1.11324, -0.98431, 1.54456], [-2.13277, -0.41558, -1.06339], [0.93394, 3.26665, 0.00029], [1.82096, 4.51265, -0.07509], [1.21974, 4.05100, 0.52420], [-2.16195, 3.28765, 0.94023], [-1.23197, 2.79431, 1.87556], [-2.08987, 2.87265, 1.65995], [0.46127, 0.71647, 0.07252], [-0.82687, 1.15725, -0.32716], [0.03447, 1.49127, -0.28255], [-0.26674, 1.08119, -2.59969], [0.10972, 2.23952, -3.57514], [0.09700, 1.30667, -3.44420], [-1.31527, -0.29741, -3.40165], [-2.47314, 0.66579, -3.58651], [-2.04115, 0.00295, -2.99776]],
  "nbo_charge": [-0.63, -0.23, -0.50, -0.42, -0.66, -0.07, -0.07, -0.75, 0.21, 0.22, 0.21, 0.21, 0.20, 0.21, 0.17, 0.21, 0.22, 0.22, 0.21, 0.20, 0.16, 0.19, 0.50, 0.50, 0.46, -0.97, 0.45, 0.47, -0.91, 0.49, 0.49, -1.00, 0.49, 0.48, -0.98, 0.48, 0.50, -0.96],
  "charge": 0,
  "smiles": "CCN(C)[C@@H](C)CO.O.O.O.O.O",
  "relative_energy_kj_mol": 417.34
}

no.,molar mass (g/mol),frontier orbital gap (eV)
1,188.27,9.614
2,189.28,9.880
3,205.28,10.282
4,207.27,9.185